106
Properties=species:S:1:pos:R:3:mulliken_charge:R:1 method="wB97M-V/def2-TZVPD" smiles="CCOCCOCCOCN(C[C@H](O)C(F)(F)F)C(=O)OCC(=O)F.Fc1ccccc1.Fc1ccccc1.Fc1ccccc1.Fc1ccccc1.Fc1ccccc1" multiplicity=1 homo_lumo_gap_ev=9.170 homo_energy_ha=-0.3348
C -4.143 -0.501 -2.555 -0.97
C -2.742 0.155 -1.944 0.72
O -1.806 0.623 -2.978 -0.41
C -1.221 -0.486 -3.748 -0.16
C -0.135 -1.403 -2.901 -0.07
O 0.535 -0.684 -1.804 -0.26
C 1.267 -1.611 -0.924 -0.19
C 0.297 -2.316 0.241 -0.36
O 0.158 -1.420 1.398 -0.25
C -1.226 -1.345 1.891 -0.49
N -1.601 0.005 2.466 0.57
C -0.851 0.343 3.728 -0.69
C -0.419 1.911 3.905 -0.24
O 0.855 2.268 3.195 -0.48
C -0.043 2.093 5.525 0.78
F 0.547 3.471 5.625 -0.27
F -1.342 2.113 6.235 -0.22
F 0.884 1.038 6.022 -0.27
C -1.585 1.110 1.436 -0.02
O -2.754 1.793 1.282 -0.61
O -0.439 1.444 0.576 -0.03
C -0.638 2.694 -0.171 -0.06
C -0.528 4.062 0.784 0.50
O 0.651 4.552 1.185 -0.47
F -1.831 4.722 1.167 -0.27
H -5.057 0.099 -2.122 0.31
H -4.098 -0.426 -3.727 0.24
H -4.224 -1.602 -2.145 0.27
H -2.230 -0.607 -1.197 -0.34
H -3.098 1.123 -1.344 0.07
H -2.044 -1.155 -4.296 0.15
H -0.591 0.003 -4.635 0.05
H 0.616 -1.849 -3.711 -0.01
H -0.751 -2.348 -2.514 0.26
H 2.248 -1.155 -0.449 0.30
H 1.600 -2.524 -1.616 0.03
H 0.824 -3.310 0.563 0.30
H -0.700 -2.584 -0.309 0.21
H -2.050 -1.634 1.113 0.37
H -1.298 -2.123 2.792 0.28
H 0.099 -0.327 3.870 0.33
H -1.581 0.095 4.638 0.27
H -1.280 2.691 3.710 0.35
H 1.344 1.377 3.109 0.42
H 0.292 2.784 -0.915 0.30
H -1.590 2.705 -0.868 0.18
F -5.628 -2.070 2.929 -0.32
C -6.015 -0.879 3.405 0.29
C -5.713 0.274 2.689 -0.25
C -6.119 1.514 3.181 -0.49
C -6.815 1.588 4.391 -0.45
C -7.109 0.425 5.104 -0.43
C -6.712 -0.815 4.606 -0.40
H -5.164 0.198 1.756 0.44
H -5.895 2.421 2.625 0.40
H -7.128 2.556 4.776 0.38
H -7.647 0.486 6.047 0.38
H -6.940 -1.730 5.144 0.42
F -3.210 -2.016 11.163 -0.31
C -2.516 -1.271 10.291 0.20
C -3.146 -0.219 9.637 -0.37
C -2.423 0.560 8.733 -0.44
C -1.079 0.270 8.486 -0.05
C -0.457 -0.792 9.144 -0.57
C -1.177 -1.563 10.056 -0.34
H -4.193 -0.013 9.835 0.41
H -2.904 1.390 8.223 0.38
H -0.516 0.874 7.778 0.23
H 0.588 -1.019 8.947 0.38
H -0.707 -2.387 10.583 0.40
F 2.068 -2.642 -4.993 -0.36
C 3.317 -2.834 -4.549 0.42
C 3.575 -3.867 -3.655 -0.23
C 4.877 -4.070 -3.197 -0.57
C 5.906 -3.231 -3.631 -0.52
C 5.636 -2.194 -4.525 -0.24
C 4.337 -1.998 -4.991 -0.59
H 2.762 -4.503 -3.322 0.48
H 5.090 -4.880 -2.503 0.37
H 6.920 -3.387 -3.270 0.39
H 6.438 -1.539 -4.859 0.40
H 4.111 -1.202 -5.694 0.40
F -3.265 -0.398 -6.428 -0.31
C -2.572 0.346 -7.299 0.39
C -3.202 1.399 -7.954 -0.49
C -2.478 2.178 -8.857 -0.40
C -1.134 1.887 -9.104 -0.44
C -0.512 0.826 -8.446 -0.50
C -1.233 0.054 -7.535 -0.27
H -4.249 1.604 -7.755 0.41
H -2.960 3.008 -9.368 0.36
H -0.572 2.492 -9.812 0.36
H 0.533 0.599 -8.644 0.36
H -0.762 -0.769 -7.008 0.56
F 7.951 -1.408 -3.451 -0.21
C 8.458 -0.235 -3.050 0.54
C 9.200 -0.176 -1.876 -0.45
C 9.733 1.044 -1.461 -0.39
C 9.508 2.195 -2.220 -0.50
C 8.757 2.127 -3.394 -0.46
C 8.234 0.904 -3.815 -0.33
H 9.358 -1.079 -1.295 0.39
H 10.321 1.100 -0.548 0.35
H 9.920 3.148 -1.893 0.35
H 8.579 3.025 -3.981 0.35
H 7.656 0.831 -4.730 0.36

---

99
Properties=species:S:1:pos:R:3:mulliken_spin:R:1 method="wB97M-V/def2-TZVPD" charge=+2 s_squared=0.764 multiplicity=2 homo_lumo_gap_ev="4.176 / 3.667" e_above_lowest_kj_mol=139.9 homo_energy_ha="-0.4069 / -0.4070"
W 0.103 -0.263 0.673 1.00
N -0.300 -0.722 -1.441 0.03
C 0.367 -1.847 -2.102 0.05
C 0.433 -1.932 -3.479 -0.01
C 1.016 -3.052 -4.060 0.00
C 1.510 -4.082 -3.270 0.00
C 1.444 -3.986 -1.887 0.00
C 0.886 -2.855 -1.300 -0.06
P 0.840 -2.511 0.469 -0.03
C 2.383 -1.641 0.856 0.09
C 2.657 -1.355 2.198 -0.06
C 3.827 -0.687 2.542 0.02
C 4.721 -0.318 1.551 -0.01
C 4.453 -0.592 0.209 0.00
C 3.292 -1.252 -0.140 0.00
C 0.755 -4.053 1.379 0.02
C -0.505 -4.555 1.701 0.00
C -0.613 -5.766 2.364 0.00
C 0.532 -6.469 2.713 0.00
C 1.789 -5.967 2.399 0.00
C 1.905 -4.760 1.730 0.00
H -0.249 0.113 -2.027 0.01
H -1.322 -0.941 -1.412 0.01
H 0.016 -1.148 -4.100 0.00
H 1.067 -3.126 -5.137 0.00
H 1.945 -4.956 -3.732 0.00
H 1.826 -4.784 -1.263 0.00
H 1.962 -1.670 2.969 -0.01
H 4.040 -0.475 3.580 0.00
H 5.650 0.173 1.817 0.00
H 5.168 -0.311 -0.555 0.00
H 3.088 -1.483 -1.179 0.00
H -1.397 -4.000 1.432 0.00
H -1.588 -6.161 2.613 0.00
H 0.445 -7.411 3.236 0.00
H 2.677 -6.518 2.676 0.00
H 2.885 -4.366 1.487 0.00
C -5.500 -1.269 0.302 0.00
N -4.249 -0.992 1.011 0.00
C -4.223 -0.747 2.350 0.01
C -3.091 -0.480 3.045 0.00
C -1.899 -0.466 2.282 0.03
O -0.700 -0.215 2.641 -0.01
N -1.946 -0.759 0.966 0.00
C -3.084 -0.997 0.260 0.00
O -3.074 -1.212 -0.943 0.00
H -6.324 -1.156 1.000 0.00
H -5.485 -2.281 -0.096 0.00
H -5.613 -0.569 -0.522 0.00
H -5.188 -0.773 2.838 0.00
H -3.102 -0.277 4.102 0.00
C 0.241 3.512 1.469 0.01
C 0.179 2.123 0.935 0.02
O -0.936 1.671 0.528 -0.01
N 1.222 1.250 0.874 -0.10
Te 3.908 2.882 0.672 0.00
C 5.943 3.128 0.357 0.00
C 6.724 3.217 1.528 0.00
C 6.136 3.109 2.911 0.00
C 8.083 3.452 1.395 0.00
C 8.684 3.578 0.149 0.00
C 10.154 3.838 0.019 0.00
C 7.893 3.438 -0.991 0.00
C 6.531 3.207 -0.924 0.00
C 5.776 3.027 -2.211 0.00
C 3.144 4.181 -0.790 0.00
C 3.410 5.545 -0.618 0.00
C 4.221 6.091 0.528 0.00
C 2.917 6.426 -1.573 0.00
C 2.186 5.988 -2.670 0.00
C 1.674 6.953 -3.699 0.00
C 1.945 4.624 -2.801 0.00
C 2.410 3.699 -1.878 0.00
C 2.114 2.241 -2.124 -0.01
H -0.745 3.825 1.801 0.00
H 0.564 4.178 0.663 0.00
H 0.963 3.581 2.282 0.00
H 5.465 2.251 3.013 0.00
H 5.571 4.006 3.176 0.00
H 6.925 2.993 3.650 0.00
H 8.690 3.541 2.288 0.00
H 10.637 3.911 0.991 0.00
H 10.330 4.767 -0.523 0.00
H 10.636 3.039 -0.546 0.00
H 8.364 3.497 -1.965 0.00
H 6.464 2.749 -3.007 0.00
H 5.275 3.948 -2.512 0.00
H 5.021 2.244 -2.137 0.00
H 3.985 5.602 1.478 0.00
H 4.026 7.153 0.660 0.00
H 5.291 5.966 0.348 0.00
H 3.111 7.485 -1.454 0.00
H 1.880 7.983 -3.416 0.00
H 0.599 6.842 -3.832 0.00
H 2.143 6.766 -4.665 0.00
H 1.381 4.268 -3.657 0.00
H 2.355 1.978 -3.154 0.00
H 1.050 2.045 -1.965 0.00
H 2.668 1.569 -1.462 0.01

---

101
Properties=species:S:1:pos:R:3:mulliken_charge:R:1 method="wB97M-V/def2-TZVPD" charge=-2 multiplicity=1 homo_lumo_gap_ev="5.949 / 4.242" e_above_lowest_kj_mol=38.0 homo_energy_ha="-0.0553 / 0.0075"
In 1.248 1.059 0.197 1.78
C 4.517 3.829 1.923 -1.89
C 3.707 2.630 1.503 0.39
N 2.415 2.753 1.272 1.25
N 1.818 3.905 1.539 -1.75
C 0.714 4.223 0.935 0.49
N 0.128 5.403 1.402 -0.58
S 0.019 3.509 -0.433 -0.59
C 4.255 1.334 1.381 0.55
C 5.632 1.030 1.504 -1.21
C 6.051 -0.271 1.447 -0.26
C 5.100 -1.288 1.257 -1.52
C 3.779 -0.916 1.095 -0.05
N 3.360 0.330 1.144 0.30
H 3.913 4.715 1.737 0.43
H 5.454 3.908 1.376 0.39
H 4.745 3.784 2.990 0.26
H 0.456 5.629 2.334 0.28
H -0.880 5.382 1.338 0.28
H 6.346 1.829 1.647 0.29
H 7.103 -0.521 1.548 0.38
H 5.393 -2.326 1.241 0.41
H 2.991 -1.638 0.933 0.62
C -4.549 -0.243 -1.543 -2.13
C -3.478 -1.143 -0.885 1.54
C -3.965 -2.595 -0.811 -1.67
O -2.300 -1.044 -1.648 -0.09
C -1.264 -0.422 -0.879 -0.16
C -2.076 0.174 0.306 -1.35
O -3.183 -0.709 0.414 -0.11
C -1.493 0.587 1.690 2.69
O -0.376 1.354 1.543 -0.75
C -2.513 1.521 2.379 -0.22
C -2.013 2.366 3.366 -0.28
C -2.819 3.303 3.982 -0.96
C -4.152 3.418 3.623 -0.48
C -4.662 2.581 2.649 -1.09
C -3.854 1.636 2.039 -0.13
C -1.326 -0.567 2.680 0.03
C -0.099 -0.748 3.303 -0.15
C 0.060 -1.704 4.290 -0.70
C -1.010 -2.497 4.670 -0.65
C -2.240 -2.318 4.059 -1.08
C -2.402 -1.352 3.082 0.02
C -0.029 -1.363 -0.684 0.28
O 0.664 -1.022 0.427 -1.29
C 0.893 -1.189 -1.990 5.16
C 0.172 -1.286 -3.291 -0.88
C 0.647 -1.991 -4.360 -0.50
C 1.822 -2.742 -4.295 -1.38
C 2.459 -2.844 -3.046 -0.71
C 1.995 -2.194 -1.951 -1.28
C -0.488 -2.815 -0.565 0.59
C -0.862 -3.620 -1.637 0.35
C -1.265 -4.929 -1.430 -0.87
C -1.314 -5.459 -0.152 -0.89
C -0.939 -4.669 0.921 -0.66
C -0.524 -3.368 0.710 -0.23
H -4.737 -0.589 -2.556 0.48
H -4.177 0.777 -1.586 0.37
H -5.474 -0.267 -0.970 0.37
H -4.073 -3.001 -1.812 0.33
H -4.917 -2.639 -0.287 0.46
H -3.230 -3.176 -0.264 0.33
H -0.889 0.434 -1.453 -0.49
H -2.440 1.138 -0.103 0.65
H -0.965 2.297 3.611 0.43
H -2.410 3.958 4.742 0.40
H -4.788 4.154 4.100 0.37
H -5.701 2.668 2.354 0.43
H -4.282 0.990 1.291 0.44
H 0.728 -0.131 2.981 0.18
H 1.023 -1.834 4.768 0.42
H -0.889 -3.252 5.438 0.35
H -3.084 -2.934 4.355 0.36
H -3.370 -1.213 2.626 0.40
H -0.793 -0.809 -3.356 -0.07
H 0.074 -1.985 -5.286 0.44
H 2.201 -3.272 -5.162 0.35
H 3.332 -3.488 -2.955 0.38
H 2.476 -2.323 -0.994 0.04
H -0.841 -3.227 -2.640 0.30
H -1.545 -5.550 -2.274 0.41
H -1.644 -6.480 0.005 0.32
H -0.966 -5.070 1.927 0.44
H -0.219 -2.747 1.536 0.12
C -0.631 2.151 -3.666 -1.29
Ge 1.235 1.472 -3.431 0.84
C 2.427 3.037 -3.058 -1.05
C 1.808 0.922 -5.287 -1.66
C 1.574 0.204 -1.943 -2.45
H -0.658 2.993 -4.354 0.48
H -1.024 2.491 -2.713 0.19
H -1.280 1.368 -4.051 0.38
H 2.107 3.917 -3.612 0.39
H 3.459 2.816 -3.328 0.34
H 2.393 3.277 -1.999 0.06
H 1.917 1.800 -5.919 0.45
H 1.077 0.262 -5.737 0.43
H 2.758 0.399 -5.264 0.43
H 2.660 0.062 -1.948 1.25

---

105
Properties=species:S:1:pos:R:3:mulliken_charge:R:1 method="wB97M-V/def2-TZVPD" charge=-1 multiplicity=1 homo_lumo_gap_ev="3.958 / 5.522" homo_energy_ha="-0.0622 / -0.1193"
Ca 1.595 -1.384 0.700 1.54
N 0.030 -1.459 -1.055 -0.22
S -0.904 -1.564 -2.059 0.86
N -1.300 -0.102 -2.528 -0.18
S -2.411 0.761 -1.784 0.52
N -2.036 0.776 -0.242 0.01
S -0.717 1.466 0.286 1.08
N 0.168 0.448 0.552 -0.42
C 0.156 2.653 -0.699 0.06
C -0.117 4.014 -0.563 0.03
C 0.627 4.945 -1.290 -0.92
C 1.645 4.515 -2.143 -0.67
C 1.919 3.152 -2.272 -0.62
C 1.177 2.221 -1.545 -0.01
C -1.001 2.221 1.883 -0.50
C 0.036 2.299 2.812 -0.56
C -0.201 2.877 4.059 -0.45
C -1.471 3.372 4.370 -0.45
C -2.505 3.288 3.435 -0.79
C -2.272 2.710 2.187 0.20
C -2.555 2.409 -2.445 0.35
C -3.443 3.291 -1.837 -0.70
C -3.594 4.577 -2.354 -0.68
C -2.859 4.968 -3.476 -0.58
C -1.976 4.069 -4.082 -0.70
C -1.827 2.781 -3.567 -0.03
C -4.045 0.113 -2.072 0.42
C -4.844 -0.271 -1.004 -0.05
C -6.138 -0.732 -1.252 -0.77
C -6.622 -0.796 -2.561 -0.57
C -5.808 -0.401 -3.626 -0.66
C -4.514 0.056 -3.381 -0.79
C -2.192 -2.628 -1.462 -0.06
C -2.195 -3.043 -0.130 -0.44
C -3.184 -3.916 0.324 -0.68
C -4.173 -4.367 -0.552 -0.52
C -4.177 -3.938 -1.881 -1.00
C -3.186 -3.066 -2.337 -0.01
C 0.023 -2.391 -3.352 0.28
C 1.081 -1.685 -3.931 -0.33
C 1.845 -2.271 -4.940 -0.72
C 1.548 -3.562 -5.374 -0.50
C 0.497 -4.271 -4.786 -0.82
C -0.261 -3.690 -3.766 -0.10
H -0.926 4.342 0.080 0.44
H 0.394 6.000 -1.200 0.44
H 2.214 5.237 -2.718 0.38
H 2.696 2.800 -2.941 0.46
H 1.360 1.152 -1.637 -0.01
H 1.011 1.894 2.555 0.32
H 0.603 2.927 4.785 0.41
H -1.656 3.813 5.344 0.38
H -3.496 3.660 3.673 0.41
H -3.068 2.627 1.453 0.26
H -4.003 2.961 -0.970 0.31
H -4.279 5.266 -1.875 0.42
H -2.967 5.970 -3.873 0.36
H -1.390 4.365 -4.943 0.42
H -1.132 2.079 -4.014 0.44
H -4.449 -0.235 0.005 0.43
H -6.754 -1.049 -0.418 0.42
H -7.625 -1.158 -2.750 0.36
H -6.171 -0.448 -4.646 0.39
H -3.862 0.370 -4.189 0.45
H -1.437 -2.655 0.547 0.25
H -3.185 -4.216 1.366 0.42
H -4.954 -5.027 -0.192 0.38
H -4.965 -4.248 -2.558 0.41
H -3.200 -2.691 -3.355 0.57
H 1.309 -0.685 -3.566 0.29
H 2.671 -1.716 -5.371 0.40
H 2.142 -4.020 -6.158 0.36
H 0.270 -5.281 -5.110 0.39
H -1.049 -4.263 -3.294 0.38
F 1.971 0.449 1.904 -0.42
C 5.048 -2.903 5.826 -1.27
C 5.060 -2.688 4.324 -0.01
O 4.672 -1.358 4.056 -0.11
P 3.494 -1.368 2.771 -0.07
O 4.142 0.132 2.134 -0.42
C 5.447 -0.065 1.635 -0.23
C 6.431 0.749 2.468 -1.17
O 2.209 -1.309 3.970 -0.54
C 2.020 0.024 4.401 0.32
C 2.658 0.249 5.771 -1.26
H 5.340 -3.949 6.054 0.41
H 4.026 -2.719 6.222 0.21
H 5.759 -2.207 6.318 0.27
H 4.381 -3.459 3.888 0.14
H 6.081 -2.856 3.922 0.27
H 5.475 0.287 0.583 0.36
H 5.774 -1.128 1.629 0.23
H 6.170 1.828 2.424 0.29
H 7.458 0.607 2.074 0.39
H 6.409 0.423 3.529 0.15
H 0.928 0.209 4.480 0.51
H 2.394 0.792 3.689 -0.06
H 2.215 -0.445 6.517 0.28
H 2.481 1.295 6.095 0.37
H 3.753 0.089 5.741 0.16
I 4.399 -4.849 1.096 0.00
C 3.149 -3.306 0.917 -0.72
H 2.059 -3.338 1.119 0.45
H 3.437 -2.283 0.598 0.36
H 1.239 -3.118 -0.440 -0.07